1.
The following is a quantum chemistry calculation of C17H18BCdN7O4 as an isolated structure at a distorted geometry, from the Open Molecules 2025 dataset.

- HOMO level (spin up / spin down) (Eh) = -0.3095 / -0.3096
- E (Eh) = -1535.173529

Positions of all 48 atoms, in Å:
H 0.233 -3.024 -0.371
N -1.066 -1.361 -0.312
B -3.026 0.192 -0.256
N -2.429 -1.234 -0.186
C -2.992 -2.450 -0.010
Cd 0.704 0.462 -1.577
H -4.056 -2.552 0.117
C -1.967 -3.405 -0.047
H -2.041 -4.465 0.051
C -0.779 -2.663 -0.259
H -4.214 0.180 -0.197
C 1.235 2.380 -0.753
H 2.304 2.038 -0.967
H 1.162 2.921 0.194
H 0.820 3.006 -1.598
N -2.529 0.818 -1.612
N -2.398 1.020 0.875
N -1.180 0.920 -1.932
N -1.038 1.206 0.883
C -3.230 1.349 -2.625
C -2.965 1.588 1.963
H -4.296 1.349 -2.611
H -4.031 1.531 2.107
C -2.353 1.825 -3.594
C -1.944 2.174 2.713
C -1.082 1.550 -3.132
C -0.756 1.894 1.991
H -2.557 2.302 -4.512
H -2.029 2.718 3.635
H -0.095 1.753 -3.561
H 0.256 2.171 2.237
H 0.690 -0.864 -2.721
O 1.993 -1.396 -0.582
C 2.217 -0.776 0.528
O 1.555 0.131 1.079
C 3.516 -1.214 1.174
C 4.029 -0.558 2.316
C 5.298 -0.860 2.805
C 6.082 -1.828 2.139
C 5.574 -2.518 1.020
C 4.308 -2.201 0.546
N 7.430 -2.052 2.530
O 7.897 -1.396 3.488
O 8.100 -2.896 1.889
H 3.424 0.196 2.821
H 5.712 -0.361 3.681
H 6.179 -3.278 0.526
H 3.924 -2.716 -0.332

Results of the Löwdin charge analysis, in e, for atoms 1 through 5:
1 H 0.085
2 N 0.003
3 B -0.500
4 N -0.043
5 C -0.084

***

2.
The following is a quantum chemistry calculation of C17H18BN7O3STi as an isolated structure at a distorted geometry, from the Open Molecules 2025 dataset.

- HOMO level (spin up / spin down) (Eh) = -0.5620 / -0.5599
- E (Eh) = -2539.631453
- charge = +2
- multiplicity = 3
- ⟨S²⟩ = 2.01

Positions of all 48 atoms, in Å:
C -1.292 1.510 -2.181
N -0.362 1.537 -1.194
N 0.517 2.558 -1.517
C 0.155 3.135 -2.677
C -0.985 2.485 -3.147
B 1.691 2.903 -0.571
N 1.108 3.145 0.849
N 0.364 2.180 1.503
C -0.014 2.714 2.695
C 0.492 4.015 2.800
C 1.187 4.250 1.611
Ti -0.005 0.275 0.568
N 2.627 1.671 -0.543
N 2.134 0.446 -0.143
C 3.150 -0.436 -0.277
C 4.304 0.230 -0.724
C 3.924 1.563 -0.880
H 3.044 -1.483 -0.049
H 4.479 2.439 -1.194
H 5.276 -0.188 -0.905
H 2.281 3.879 -0.955
H 1.732 5.110 1.257
H 0.718 3.966 -3.079
H 0.365 4.677 3.631
H -1.526 2.682 -4.047
H -0.624 2.153 3.383
H -2.137 0.842 -2.174
H -0.391 -0.259 2.946
C -1.373 -0.027 2.505
H -1.892 0.608 3.236
H -1.410 0.581 1.551
H -1.955 -0.951 2.427
O 0.543 -1.560 1.080
C -0.389 -2.019 0.286
N -0.978 -1.110 -0.521
S -1.924 -1.854 -1.736
O -3.224 -1.250 -1.725
O -1.168 -1.897 -2.967
C -1.863 -3.382 -0.863
C -2.638 -4.504 -1.116
C -2.490 -5.598 -0.254
C -1.597 -5.550 0.831
C -0.835 -4.415 1.076
C -0.961 -3.336 0.193
H -3.328 -4.504 -1.957
H -3.075 -6.498 -0.429
H -1.508 -6.416 1.486
H -0.147 -4.313 1.911

Results of the Löwdin charge analysis, in e, for atoms 1 through 5:
1 C 0.021
2 N 0.038
3 N 0.066
4 C 0.070
5 C 0.145

***

3.
The following is a quantum chemistry calculation of C17H18BN7O4Os as an isolated structure at a distorted geometry, from the Open Molecules 2025 dataset.

- HOMO level (spin up / spin down) (Eh) = -0.4642 / -0.5450
- E (Eh) = -1457.632073
- charge = +2
- multiplicity = 5
- ⟨S²⟩ = 6.04

Positions of all 48 atoms, in Å:
H -1.566 -2.070 -1.449
N -2.098 -0.140 -0.746
B -3.367 2.031 -0.234
N -3.333 0.536 -0.642
C -4.294 -0.262 -1.128
Os -0.341 0.788 -0.432
H -5.302 0.112 -1.210
C -3.733 -1.470 -1.531
H -4.217 -2.319 -1.985
C -2.370 -1.371 -1.276
H -4.461 2.507 -0.184
C 3.027 1.540 -0.426
H 3.824 0.795 -0.573
H 2.929 1.772 0.643
H 3.297 2.449 -0.986
N -2.455 2.772 -1.265
N -2.598 2.070 1.124
N -1.140 2.309 -1.420
N -1.306 1.508 1.174
C -2.615 3.814 -2.095
C -2.810 2.728 2.277
H -3.576 4.307 -2.133
H -3.698 3.319 2.387
C -1.433 4.058 -2.793
C -1.706 2.583 3.117
C -0.523 3.095 -2.353
C -0.787 1.812 2.408
H -1.256 4.837 -3.520
H -1.567 3.015 4.096
H 0.517 2.900 -2.571
H 0.192 1.471 2.694
H 2.043 1.138 -0.780
O 0.610 -1.259 -1.452
C 0.968 -1.432 -0.247
O 0.467 -0.639 0.687
C 1.962 -2.413 0.243
C 2.432 -2.293 1.563
C 3.400 -3.175 2.043
C 3.925 -4.180 1.200
C 3.477 -4.265 -0.133
C 2.516 -3.383 -0.615
N 4.794 -5.194 1.724
O 5.115 -5.130 2.936
O 5.186 -6.120 0.971
H 2.027 -1.522 2.225
H 3.746 -3.115 3.070
H 3.900 -5.051 -0.752
H 2.196 -3.467 -1.652

Results of the Löwdin charge analysis, in e, for atoms 1 through 5:
1 H 0.124
2 N -0.090
3 B -0.440
4 N 0.018
5 C 0.016

***

4.
The following is a quantum chemistry calculation of a 2-piece molecular cluster, C17H18BNO2 overall at a distorted geometry, from the Open Molecules 2025 dataset.

- HOMO level (Eh) = -0.3215
- E (Eh) = -888.548319

Positions of all 39 atoms, in Å:
C -6.177 0.687 4.256
O -5.799 0.631 5.643
C -4.480 0.762 5.965
C -4.118 0.514 7.310
C -2.798 0.457 7.693
C -1.739 0.647 6.806
C -0.392 0.279 7.319
C 0.748 0.469 6.403
C 1.988 0.780 7.015
C 3.155 0.804 6.250
C 3.074 0.542 4.879
O 4.252 0.618 4.208
C 5.279 0.961 5.212
C 4.579 1.070 6.583
C 1.851 0.202 4.239
C 0.703 0.141 5.031
C -2.111 1.093 5.494
C -3.439 1.087 5.083
H -7.238 0.522 4.256
H -5.950 1.688 3.828
H -5.656 -0.105 3.676
H -4.936 0.312 7.985
H -2.568 0.171 8.717
H -0.260 0.749 8.326
H 1.996 0.967 8.080
H 6.039 0.174 5.192
H 5.738 1.906 4.910
H 4.711 2.061 7.020
H 4.988 0.334 7.280
H 1.865 0.003 3.203
H -0.199 -0.269 4.567
H -1.375 1.418 4.773
H -3.703 1.329 4.045
H -0.128 -0.907 8.159
B 0.099 -1.939 9.074
H -0.481 -1.743 10.139
H -0.206 -3.074 8.697
C 1.631 -2.096 9.488
N 2.768 -2.174 9.742

Results of the Löwdin charge analysis, in e, for atoms 1 through 5:
1 C -0.061
2 O -0.080
3 C -0.260
4 C 0.012
5 C -0.030

***

5.
The following is a quantum chemistry calculation of C17H18Br4ClN7O5STi as an isolated structure at a distorted geometry, from the Open Molecules 2025 dataset.

- HOMO level (Eh) = -0.0950
- E (Eh) = -13422.292413
- charge = -2

Positions of all 54 atoms, in Å:
Ti 0.872 0.557 2.127
N 1.385 3.789 -1.274
C 2.662 3.184 -0.847
C 2.451 1.844 -0.208
O 2.302 0.949 -1.024
N 2.316 1.667 1.193
C 2.714 2.758 2.080
C 2.777 2.210 3.481
O 3.351 2.823 4.361
O 2.166 1.049 3.546
H 0.812 3.144 -1.826
H 0.800 3.898 -0.448
H 3.332 3.021 -1.714
H 3.188 3.903 -0.173
H 3.755 3.053 1.798
H 2.160 3.724 2.063
Br -4.854 4.334 3.700
C -3.708 2.894 3.280
C -4.197 1.648 2.969
Br -6.024 1.413 2.679
C -3.282 0.600 2.652
Br -3.712 -1.194 2.210
C -1.902 0.848 2.664
O -1.018 -0.072 2.472
C -1.390 2.165 2.964
O -0.101 2.242 2.957
C -2.286 3.207 3.235
Br -1.482 4.835 3.951
C 1.251 -3.181 -1.240
N 0.615 -4.291 -1.989
C 0.741 -4.005 -3.367
N 0.046 -2.753 -3.724
C 0.569 -1.613 -2.903
N 0.608 -1.957 -1.474
C -0.838 -2.061 -1.074
N -1.506 -3.120 -1.855
C -0.790 -4.405 -1.620
C -1.341 -2.914 -3.309
H 2.328 -3.166 -1.559
H 1.208 -3.351 -0.185
H 0.331 -4.768 -3.986
H 1.817 -3.868 -3.582
H -0.105 -0.758 -3.087
H 1.620 -1.320 -3.214
H -1.332 -1.035 -1.195
H -1.011 -2.279 -0.016
H -1.300 -5.171 -2.205
H -0.849 -4.672 -0.574
H -1.891 -2.000 -3.501
H -1.748 -3.849 -3.792
Cl 1.394 -1.652 2.457
S -1.899 1.645 -1.695
C -0.870 1.198 -0.524
N -0.137 0.855 0.344

Results of the Löwdin charge analysis, in e, for atoms 1 through 5:
1 Ti 0.915
2 N 0.020
3 C -0.225
4 C -0.518
5 O 0.011

***

Repeat the second record exactly.
The following is a quantum chemistry calculation of C17H18BN7O3STi as an isolated structure at a distorted geometry, from the Open Molecules 2025 dataset.

- HOMO level (spin up / spin down) (Eh) = -0.5620 / -0.5599
- E (Eh) = -2539.631453
- charge = +2
- multiplicity = 3
- ⟨S²⟩ = 2.01

Positions of all 48 atoms, in Å:
C -1.292 1.510 -2.181
N -0.362 1.537 -1.194
N 0.517 2.558 -1.517
C 0.155 3.135 -2.677
C -0.985 2.485 -3.147
B 1.691 2.903 -0.571
N 1.108 3.145 0.849
N 0.364 2.180 1.503
C -0.014 2.714 2.695
C 0.492 4.015 2.800
C 1.187 4.250 1.611
Ti -0.005 0.275 0.568
N 2.627 1.671 -0.543
N 2.134 0.446 -0.143
C 3.150 -0.436 -0.277
C 4.304 0.230 -0.724
C 3.924 1.563 -0.880
H 3.044 -1.483 -0.049
H 4.479 2.439 -1.194
H 5.276 -0.188 -0.905
H 2.281 3.879 -0.955
H 1.732 5.110 1.257
H 0.718 3.966 -3.079
H 0.365 4.677 3.631
H -1.526 2.682 -4.047
H -0.624 2.153 3.383
H -2.137 0.842 -2.174
H -0.391 -0.259 2.946
C -1.373 -0.027 2.505
H -1.892 0.608 3.236
H -1.410 0.581 1.551
H -1.955 -0.951 2.427
O 0.543 -1.560 1.080
C -0.389 -2.019 0.286
N -0.978 -1.110 -0.521
S -1.924 -1.854 -1.736
O -3.224 -1.250 -1.725
O -1.168 -1.897 -2.967
C -1.863 -3.382 -0.863
C -2.638 -4.504 -1.116
C -2.490 -5.598 -0.254
C -1.597 -5.550 0.831
C -0.835 -4.415 1.076
C -0.961 -3.336 0.193
H -3.328 -4.504 -1.957
H -3.075 -6.498 -0.429
H -1.508 -6.416 1.486
H -0.147 -4.313 1.911

Results of the Löwdin charge analysis, in e, for atoms 1 through 5:
1 C 0.021
2 N 0.038
3 N 0.066
4 C 0.070
5 C 0.145

***

Question: E of number 5 (C17H18Br4ClN7O5STi)?
Answer: -13422.292413 Eh